Record 1
Computed, not measured: a molecular structure, C4H13BBeClO4PSSi at a distorted geometry, with ωB97M-V/def2-TZVPD.

Highest occupied orbital energy in eV: -16.09
HOMO-LUMO gap in eV: 3.06
LUMO in eV: -13.03
Spin multiplicity: 1
Charge: +2

Structure (XYZ):
```
27
Properties=species:S:1:pos:R:3:forces:R:3
C -0.826224 -0.822773 2.648886 -0.07 -0.01 -0.67
C -1.765295 -0.490355 1.477974 0.00 0.15 0.62
C -1.227851 0.680414 0.646949 -0.54 -0.73 0.29
Cl -2.562839 1.712840 0.062075 0.05 0.06 -0.25
Si -0.320815 0.263456 -0.974551 0.34 2.22 0.31
C 1.474017 0.778577 -1.110568 0.29 -0.57 -0.41
B 1.884120 1.770007 0.077676 0.09 0.18 0.42
O 2.630900 1.324311 1.119997 0.11 0.36 -0.48
O 1.408179 3.051726 0.116817 -0.05 -0.17 -0.37
P -0.349318 -2.054149 -1.375655 -0.71 -1.77 -0.57
O 0.660062 -2.316405 -2.569519 -0.10 0.75 0.41
O 0.318520 -2.628169 -0.083724 0.22 0.12 -0.34
S -2.194340 -2.565835 -1.739145 0.27 0.58 0.21
H 0.210242 -0.870010 2.305441 0.07 -0.01 0.16
H -0.921876 -0.050148 3.408236 0.14 -0.07 0.12
H -1.086744 -1.791637 3.066047 -0.01 0.04 0.16
H -2.724828 -0.175829 1.888667 -0.08 -0.07 -0.06
H -1.980168 -1.381599 0.880286 -0.01 0.11 -0.14
H -0.616586 1.316898 1.291720 0.25 -0.01 -0.21
H -1.053358 0.831896 -2.126667 -0.15 -0.29 -0.21
H 2.134382 -0.093488 -1.104122 0.01 -0.01 0.17
H 1.633043 1.260815 -2.084492 -0.03 -0.04 0.03
H 3.431739 0.867144 0.830551 -0.14 -0.31 0.40
H 0.974277 3.355866 -0.709304 0.18 -0.06 0.75
H 0.387436 -1.838300 -3.374141 0.20 -0.39 -0.22
H 0.464763 -3.593512 -0.087529 0.13 0.05 0.22
Be 0.018560 3.458258 -2.481902 -0.46 -0.09 -0.34
```
Forces are in eV/Å.

Atom-resolved charges from natural (NBO), all expressed in e: atom 1 (C): -0.61, atom 2 (C): -0.43, atom 3 (C): -0.63, atom 4 (Cl): 0.09, atom 5 (Si): 1.12, atom 6 (C): -1.26, atom 7 (B): 1.13, atom 8 (O): -0.86, atom 9 (O): -0.81, atom 10 (P): 1.50, atom 11 (O): -0.92, atom 12 (O): -0.95, atom 13 (S): 0.03, atom 14 (H): 0.20, atom 15 (H): 0.24, atom 16 (H): 0.25, atom 17 (H): 0.26, atom 18 (H): 0.21, atom 19 (H): 0.29, atom 20 (H): -0.14, atom 21 (H): 0.30, atom 22 (H): 0.27, atom 23 (H): 0.52, atom 24 (H): 0.41, atom 25 (H): 0.54, atom 26 (H): 0.56, atom 27 (Be): 0.70

Record 2
Computed, not measured: a molecular structure, C23H28N2OSSbSe4V, with ωB97M-V/def2-TZVPD.

Highest occupied orbital energy (spin up / spin down) in eV: -1.09 / -1.09
HOMO-LUMO gap (spin up / spin down) in eV: 5.07 / 5.06
LUMO (spin up / spin down) in eV: 3.98 / 3.97
Spin multiplicity: 3
Charge: -2

Structure (XYZ):
```
61
Properties=species:S:1:pos:R:3:forces:R:3
V 0.341544 -0.470996 0.226874 -0.63 -0.06 0.24
O -0.438600 0.896922 1.508077 0.39 0.10 -0.19
N -1.262334 0.461375 2.446549 -0.07 0.06 0.00
C -2.240539 1.303872 2.837957 -0.01 0.00 0.00
C -3.119826 0.953061 3.822100 0.02 -0.02 0.01
C -2.990030 -0.311719 4.409953 -0.01 0.04 -0.01
C -2.007495 -1.160240 3.976485 0.05 0.00 -0.02
C -1.114750 -0.791340 2.948506 -0.10 -0.07 0.10
S 0.087634 -1.807920 2.306205 0.12 -0.14 -0.09
H -2.256628 2.234175 2.292222 0.00 0.00 -0.01
H -3.903453 1.640624 4.102432 0.00 -0.01 0.00
H -3.676578 -0.627937 5.184774 0.00 0.00 -0.01
H -1.896870 -2.154873 4.383209 0.00 0.00 0.00
C 5.245978 -4.363594 -2.467973 -0.01 0.01 0.00
C 3.980549 -4.042933 -1.712128 -0.01 -0.03 0.01
C 3.169709 -5.064645 -1.235940 0.02 0.02 -0.02
C 1.965531 -4.753073 -0.609115 -0.02 0.00 0.02
C 1.017624 -5.840891 -0.175123 0.03 -0.01 -0.01
C 1.604112 -3.429143 -0.437954 -0.03 -0.06 0.00
C 2.412208 -2.365831 -0.874406 0.09 0.03 -0.01
C 3.606179 -2.718112 -1.531557 -0.03 0.00 0.02
N 1.979964 -1.073334 -0.623964 0.10 0.36 -0.13
C 2.471874 0.099574 -1.375920 -0.02 -0.19 0.34
C 3.914406 0.512226 -1.011721 -0.02 0.01 0.03
C 4.312718 1.797616 -1.743506 0.00 0.01 0.01
C 4.175310 1.587568 -3.256388 0.01 0.00 -0.01
C 2.718324 1.257642 -3.597592 0.04 0.00 0.01
C 1.810362 2.403700 -3.142819 0.01 -0.11 -0.09
C 1.946704 2.587293 -1.637695 0.09 -0.01 0.16
C 3.398041 2.941257 -1.297656 0.00 0.01 0.00
C 1.585032 1.283306 -0.910032 0.00 0.16 -0.19
C 2.304941 -0.039510 -2.891430 -0.05 0.06 -0.12
H 5.683435 -5.303966 -2.126853 0.00 0.00 0.00
H 5.990939 -3.575187 -2.345953 0.00 0.00 0.00
H 5.043422 -4.461566 -3.537863 0.01 0.00 0.00
H 3.456824 -6.102041 -1.381173 0.00 0.01 0.01
H 1.522868 -6.807426 -0.121166 0.00 0.01 0.00
H 0.195098 -5.928613 -0.887852 -0.02 0.00 0.02
H 0.584358 -5.620428 0.801371 -0.02 0.01 -0.01
H 0.633469 -3.202996 -0.012158 0.02 -0.01 0.00
H 4.258796 -1.958319 -1.928426 0.03 0.02 -0.02
H 4.623706 -0.275595 -1.254908 0.01 -0.01 -0.02
H 3.968892 0.657998 0.073537 -0.02 -0.02 0.00
H 5.352205 2.041671 -1.495367 0.00 0.01 -0.01
H 4.832697 0.771285 -3.579606 -0.01 0.01 0.01
H 4.494712 2.493405 -3.785178 -0.01 0.00 -0.01
H 2.598089 1.115336 -4.674182 0.02 0.01 -0.01
H 0.781977 2.164522 -3.412150 -0.12 0.01 -0.03
H 2.084852 3.335503 -3.652633 0.00 -0.02 0.00
H 1.278024 3.378671 -1.289060 -0.01 0.00 -0.01
H 3.508777 3.109507 -0.219702 0.00 0.00 -0.02
H 3.678628 3.869475 -1.807801 -0.01 0.01 0.01
H 0.498273 1.106823 -1.112848 0.19 -0.03 -0.14
H 1.742511 1.453673 0.166270 -0.05 -0.02 0.02
H 2.902539 -0.874017 -3.265356 0.01 0.01 0.02
H 1.259904 -0.263881 -3.127552 -0.02 -0.01 0.05
Se -1.170958 0.683000 -4.833217 0.19 -0.03 0.11
Sb -2.695437 -0.487077 -3.346388 -0.07 0.08 0.22
Se -4.489617 0.899777 -2.496179 -0.04 0.11 0.08
Se -3.342614 -2.704827 -4.032152 0.04 -0.14 -0.05
Se -1.538466 -1.176554 -0.915429 -0.11 -0.16 -0.24
```
Forces are in eV/Å.

Atom-resolved charges from natural (NBO), all expressed in e: atom 1 (V): 0.89, atom 2 (O): -0.60, atom 3 (N): 0.02, atom 4 (C): 0.05, atom 5 (C): -0.28, atom 6 (C): -0.18, atom 7 (C): -0.23, atom 8 (C): 0.04, atom 9 (S): -0.14, atom 10 (H): 0.24, atom 11 (H): 0.22, atom 12 (H): 0.21, atom 13 (H): 0.23, atom 14 (C): -0.62, atom 15 (C): 0.00, atom 16 (C): -0.29, atom 17 (C): 0.02, atom 18 (C): -0.63, atom 19 (C): -0.28, atom 20 (C): 0.30, atom 21 (C): -0.31, atom 22 (N): -0.74, atom 23 (C): 0.17, atom 24 (C): -0.42, atom 25 (C): -0.20, atom 26 (C): -0.40, atom 27 (C): -0.22, atom 28 (C): -0.42, atom 29 (C): -0.19, atom 30 (C): -0.40, atom 31 (C): -0.46, atom 32 (C): -0.45, atom 33 (H): 0.20, atom 34 (H): 0.20, atom 35 (H): 0.21, atom 36 (H): 0.18, atom 37 (H): 0.19, atom 38 (H): 0.23, atom 39 (H): 0.22, atom 40 (H): 0.23, atom 41 (H): 0.19, atom 42 (H): 0.21, atom 43 (H): 0.20, atom 44 (H): 0.19, atom 45 (H): 0.19, atom 46 (H): 0.19, atom 47 (H): 0.22, atom 48 (H): 0.27, atom 49 (H): 0.19, atom 50 (H): 0.21, atom 51 (H): 0.19, atom 52 (H): 0.19, atom 53 (H): 0.24, atom 54 (H): 0.21, atom 55 (H): 0.21, atom 56 (H): 0.27, atom 57 (Se): -0.87, atom 58 (Sb): 1.12, atom 59 (Se): -0.85, atom 60 (Se): -0.82, atom 61 (Se): -0.55

Record 3
Computed, not measured: 2 unconnected molecules or ions with the total composition C2H5O2 at a distorted geometry, with ωB97M-V/def2-TZVPD.

Highest occupied orbital energy in eV: -2.50
HOMO-LUMO gap in eV: 7.04
LUMO in eV: 4.54
Spin multiplicity: 1
Charge: -1

Structure (XYZ):
```
9
Properties=species:S:1:pos:R:3:forces:R:3
O 0.117492 0.736519 2.581982 0.24 -0.03 0.05
H 0.205762 -0.203817 2.737181 0.00 -0.17 0.06
O -0.601612 0.998278 -0.045763 0.87 -0.55 0.71
C 0.096970 0.039213 -0.554494 -0.96 0.67 -1.00
C -0.152638 -0.511820 -1.781283 0.20 -0.44 0.05
H 0.976772 -0.336017 -0.002957 0.08 -0.09 0.16
H -1.012935 -0.170767 -2.343648 -0.05 0.07 -0.04
H 0.404405 -1.350203 -2.191338 0.14 0.10 0.18
H -0.034217 0.798614 1.600318 -0.51 0.46 -0.17
```
Forces are in eV/Å.

Atom-resolved charges from natural (NBO), all expressed in e: atom 1 (O): -1.00, atom 2 (H): 0.44, atom 3 (O): -0.83, atom 4 (C): 0.21, atom 5 (C): -0.73, atom 6 (H): 0.08, atom 7 (H): 0.17, atom 8 (H): 0.16, atom 9 (H): 0.51

Record 4
Computed, not measured: a molecular structure, C19H28BCuF4N3SSb, with ωB97M-V/def2-TZVPD.

Highest occupied orbital energy (spin up / spin down) in eV: -11.57 / -11.92
HOMO-LUMO gap (spin up / spin down) in eV: 8.28 / 7.09
LUMO (spin up / spin down) in eV: -3.29 / -4.83
Spin multiplicity: 2
Charge: +1

Structure (XYZ):
```
58
Properties=species:S:1:pos:R:3:forces:R:3
Cu -1.485994 0.891075 0.814901 -0.05 -0.27 -0.65
N 1.329063 3.755670 1.209594 -0.13 -0.14 -0.03
C 2.011793 2.909857 2.071674 0.02 -0.07 0.04
C 3.174141 3.077004 2.814183 -0.01 -0.06 0.02
C 3.568487 2.000281 3.582563 0.01 0.08 -0.03
C 2.832768 0.805828 3.611246 0.02 -0.03 0.03
C 1.681483 0.645622 2.872200 0.00 0.01 0.04
C 1.273525 1.722572 2.090542 0.27 -0.02 0.04
N 0.191914 1.858094 1.238560 -0.46 0.23 0.11
C 0.249929 3.084220 0.755956 0.15 0.09 0.02
C -0.782951 3.606726 -0.122942 -0.02 0.36 -0.22
C -0.921008 4.859647 -0.647229 -0.07 -0.27 0.04
S -2.368443 4.943295 -1.550205 0.12 0.01 0.07
C -2.694567 3.316139 -1.168708 -0.08 -0.07 -0.13
N -1.793406 2.734395 -0.437553 -0.11 0.01 0.30
H 1.572909 4.704619 0.981847 0.01 -0.01 0.01
H 3.737111 3.999069 2.796772 0.02 0.02 0.01
H 4.463531 2.080059 4.182470 0.02 0.00 0.01
H 3.176988 -0.004721 4.236636 0.02 -0.03 0.03
H 1.112557 -0.272198 2.910659 -0.04 -0.03 -0.02
H -0.277087 5.714803 -0.540038 0.04 0.05 -0.01
H -3.584261 2.815148 -1.516620 -0.07 -0.02 -0.01
C -2.544034 -1.702180 -2.892203 -0.05 0.02 0.09
C -1.107846 -1.194994 -2.845563 0.00 0.06 0.05
C -0.139601 -2.107284 -3.592999 0.05 0.03 0.08
Sb -0.522171 -0.936174 -0.777832 0.47 -0.05 0.31
C 1.618422 -0.645416 -0.676779 -0.02 -0.05 -0.12
C 2.018687 0.460887 -1.646330 -0.06 0.09 0.01
C 2.466817 -1.895096 -0.860646 -0.04 -0.10 -0.02
C -0.988030 -2.701976 0.361058 -0.12 -0.07 -0.11
C -0.392740 -2.553754 1.754221 -0.01 0.13 0.07
C -0.573829 -4.007479 -0.302421 0.00 -0.05 -0.10
H -2.876931 -1.766419 -3.929187 0.01 0.00 -0.04
H -3.231031 -1.047972 -2.354926 -0.02 -0.02 0.00
H -2.627675 -2.701769 -2.462042 -0.01 -0.01 0.01
H -1.058834 -0.188693 -3.269661 0.00 -0.02 0.04
H -0.070831 -3.095042 -3.135757 0.00 -0.01 0.01
H 0.863003 -1.684295 -3.654264 0.01 -0.03 0.02
H -0.498007 -2.247831 -4.614471 -0.03 0.01 -0.03
H 1.746712 -0.279976 0.343682 0.00 -0.01 0.01
H 1.892813 0.153399 -2.685423 -0.01 -0.01 -0.03
H 3.071812 0.715321 -1.511842 0.03 0.00 0.02
H 1.434414 1.372067 -1.493096 0.00 0.02 -0.01
H 2.344074 -2.333971 -1.851602 -0.02 -0.01 -0.01
H 2.239130 -2.659253 -0.118649 0.00 -0.03 0.00
H 3.522356 -1.637673 -0.748473 0.03 0.02 0.00
H -2.075815 -2.659114 0.442043 0.01 0.04 -0.01
H 0.695536 -2.648073 1.739639 0.02 0.03 0.01
H -0.786775 -3.336576 2.402953 0.01 -0.05 0.01
H -0.662556 -1.601015 2.220399 -0.01 -0.04 -0.01
H 0.503514 -4.068722 -0.457226 0.02 -0.01 -0.02
H -1.068590 -4.161820 -1.261699 0.01 0.01 -0.01
H -0.857270 -4.841396 0.342566 -0.01 -0.02 0.03
F -3.146973 -0.251387 0.196774 0.00 0.14 -0.15
B -3.838649 -0.285706 1.514717 -0.01 0.06 0.03
F -3.663838 -1.524513 2.042061 0.06 -0.22 0.10
F -5.108497 0.129273 1.362235 -0.22 0.08 -0.04
F -3.045248 0.687417 2.234233 0.23 0.16 0.16
```
Forces are in eV/Å.

Atom-resolved charges from natural (NBO), all expressed in e: atom 1 (Cu): 1.15, atom 2 (N): -0.51, atom 3 (C): 0.08, atom 4 (C): -0.21, atom 5 (C): -0.19, atom 6 (C): -0.20, atom 7 (C): -0.23, atom 8 (C): 0.16, atom 9 (N): -0.63, atom 10 (C): 0.46, atom 11 (C): 0.02, atom 12 (C): -0.40, atom 13 (S): 0.54, atom 14 (C): -0.11, atom 15 (N): -0.52, atom 16 (H): 0.44, atom 17 (H): 0.23, atom 18 (H): 0.23, atom 19 (H): 0.23, atom 20 (H): 0.23, atom 21 (H): 0.26, atom 22 (H): 0.25, atom 23 (C): -0.64, atom 24 (C): -0.48, atom 25 (C): -0.63, atom 26 (Sb): 1.24, atom 27 (C): -0.53, atom 28 (C): -0.63, atom 29 (C): -0.63, atom 30 (C): -0.51, atom 31 (C): -0.63, atom 32 (C): -0.63, atom 33 (H): 0.23, atom 34 (H): 0.23, atom 35 (H): 0.21, atom 36 (H): 0.23, atom 37 (H): 0.21, atom 38 (H): 0.21, atom 39 (H): 0.23, atom 40 (H): 0.23, atom 41 (H): 0.21, atom 42 (H): 0.23, atom 43 (H): 0.20, atom 44 (H): 0.21, atom 45 (H): 0.21, atom 46 (H): 0.22, atom 47 (H): 0.26, atom 48 (H): 0.20, atom 49 (H): 0.24, atom 50 (H): 0.21, atom 51 (H): 0.21, atom 52 (H): 0.21, atom 53 (H): 0.23, atom 54 (F): -0.59, atom 55 (B): 1.35, atom 56 (F): -0.53, atom 57 (F): -0.52, atom 58 (F): -0.59

For the records above, the corresponding DFT total energy values read -1989.302700 -12266.321088 -229.693262 -3608.329506 Eh.